Below is C48H70BrGeINP2PtSeSi as an isolated structure in a non-equilibrium geometry, with properties calculated with wB97M-V/def2-TZVPD.

## Properties
gap between HOMO and LUMO	6.5	eV
relative energy (zero: lowest compared OMol25 entry of this formula, charge and spin)	1.9407	eV
total charge	+1
multiplicity	1
HOMO level	-9.90	eV

Last column: Löwdin charge in e.
Cartesian coordinates (Å):
Pt: -0.160 -0.209 -0.913  0.54
I: 1.588 4.698 2.321  0.89
C: 0.068 3.759 1.206  -0.69
C: -1.220 4.269 1.160  -0.10
C: -2.159 3.574 0.416  -0.03
C: -1.778 2.415 -0.234  -0.17
N: -0.537 1.940 -0.200  -0.07
C: 0.370 2.602 0.506  -0.26
H: -1.486 5.170 1.687  0.11
H: -3.176 3.921 0.337  0.12
H: -2.504 1.855 -0.808  0.06
H: 1.381 2.210 0.513  0.04
C: 3.876 0.505 -1.799  -0.45
P: 2.276 -0.384 -1.431  0.95
C: 2.412 -1.670 -2.712  -0.38
C: 2.645 -3.019 -2.484  -0.09
C: 2.733 -3.892 -3.555  -0.07
C: 2.575 -3.431 -4.851  -0.07
C: 2.323 -2.087 -5.083  -0.07
C: 2.236 -1.212 -4.019  -0.11
C: 2.737 -1.006 0.221  -0.39
C: 3.907 -1.710 0.490  -0.10
C: 4.273 -1.982 1.797  -0.06
C: 3.490 -1.531 2.847  -0.06
C: 2.321 -0.838 2.587  -0.07
C: 1.936 -0.593 1.283  -0.14
P: 3.779 2.198 -1.013  1.05
C: 3.125 3.013 -2.523  -0.40
C: 3.754 2.909 -3.761  -0.11
C: 3.150 3.429 -4.889  -0.07
C: 1.922 4.063 -4.784  -0.08
C: 1.304 4.194 -3.554  -0.07
C: 1.905 3.667 -2.426  -0.10
C: 5.548 2.674 -1.059  -0.39
C: 6.497 1.876 -0.425  -0.11
C: 7.821 2.271 -0.376  -0.08
C: 8.211 3.476 -0.936  -0.08
C: 7.265 4.292 -1.531  -0.08
C: 5.940 3.902 -1.582  -0.10
H: 4.035 0.567 -2.874  0.04
H: 4.682 -0.072 -1.348  0.04
H: 2.749 -3.391 -1.476  0.10
H: 2.928 -4.939 -3.373  0.11
H: 2.637 -4.117 -5.682  0.11
H: 2.192 -1.721 -6.091  0.11
H: 2.016 -0.162 -4.188  0.10
H: 4.547 -2.033 -0.318  0.11
H: 5.181 -2.531 2.004  0.11
H: 3.784 -1.717 3.867  0.11
H: 1.712 -0.487 3.405  0.09
H: 0.989 -0.093 1.068  0.02
H: 4.721 2.432 -3.837  0.11
H: 3.629 3.341 -5.854  0.11
H: 1.450 4.470 -5.664  0.10
H: 0.358 4.709 -3.483  0.11
H: 1.440 3.767 -1.459  0.07
H: 6.202 0.948 0.046  0.10
H: 8.555 1.643 0.107  0.11
H: 9.246 3.783 -0.900  0.11
H: 7.556 5.241 -1.955  0.11
H: 5.201 4.548 -2.032  0.10
C: -4.934 -0.244 3.935  -0.11
C: -4.367 -1.667 3.994  -0.63
C: -4.788 -2.352 2.687  -0.12
C: -5.032 -2.417 5.151  -0.09
Si: -2.422 -1.627 4.201  0.57
Br: -1.839 -0.776 2.146  0.53
C: -1.541 -3.363 4.255  -0.63
C: -1.621 -3.952 5.665  -0.08
C: -2.189 -4.368 3.297  -0.10
C: -0.069 -3.233 3.837  -0.11
C: -1.735 -0.291 5.466  -0.61
C: -2.633 -0.250 6.706  -0.09
C: -0.309 -0.574 5.963  -0.09
C: -1.691 1.102 4.824  -0.14
H: -6.008 -0.278 3.752  0.09
H: -4.483 0.327 3.125  0.06
H: -4.783 0.297 4.864  0.06
H: -5.872 -2.322 2.593  0.09
H: -4.494 -3.394 2.650  0.06
H: -4.372 -1.850 1.817  0.03
H: -6.117 -2.374 5.052  0.09
H: -4.777 -1.991 6.117  0.07
H: -4.751 -3.468 5.152  0.07
H: -2.656 -4.075 5.975  0.07
H: -1.113 -3.324 6.390  0.06
H: -1.150 -4.935 5.690  0.09
H: -3.186 -4.657 3.623  0.07
H: -1.587 -5.276 3.270  0.09
H: -2.237 -3.973 2.285  0.07
H: 0.472 -2.526 4.460  0.05
H: 0.020 -2.917 2.797  0.05
H: 0.429 -4.198 3.935  0.09
H: -2.712 -1.232 7.166  0.08
H: -3.630 0.114 6.471  0.06
H: -2.211 0.421 7.453  0.09
H: -0.244 -1.507 6.518  0.07
H: 0.011 0.223 6.636  0.09
H: 0.403 -0.602 5.144  0.05
H: -2.652 1.415 4.424  0.06
H: -0.971 1.121 4.007  0.03
H: -1.377 1.838 5.563  0.09
C: -0.355 -2.281 -1.060  -0.25
H: 0.463 -2.772 -0.537  0.00
H: -0.351 -2.627 -2.094  0.00
H: -1.288 -2.578 -0.584  -0.01
C: -3.540 0.301 -7.633  -0.21
Ge: -3.366 1.000 -5.788  0.81
C: -5.129 0.998 -4.876  -0.22
C: -2.573 2.814 -5.693  -0.22
C: -2.031 -0.176 -4.806  -0.55
Se: -1.763 0.475 -2.995  0.87
C: -3.121 -0.643 -2.162  -0.38
H: -4.203 0.942 -8.204  0.02
H: -3.959 -0.700 -7.628  0.02
H: -2.579 0.269 -8.134  0.02
H: -5.817 1.606 -5.456  0.02
H: -5.066 1.428 -3.880  0.01
H: -5.550 0.000 -4.805  0.02
H: -3.282 3.568 -6.022  0.02
H: -1.687 2.884 -6.317  0.02
H: -2.285 3.037 -4.667  -0.01
H: -1.076 -0.114 -5.323  0.01
H: -2.328 -1.220 -4.760  0.02
H: -4.109 -0.388 -2.548  0.02
H: -3.070 -0.492 -1.081  0.00
H: -2.879 -1.680 -2.390  0.03

---

Below is a 8-piece molecular cluster, C48H71ClF2N3O25 overall, with properties calculated with wB97M-V/def2-TZVPD.

## Properties
gap between HOMO and LUMO	9.5	eV
total charge	+1
multiplicity	1
HOMO level	-11.25	eV

Last column: Löwdin charge in e.
Cartesian coordinates (Å):
C: 0.059 -0.243 1.029  -0.06
C: 0.690 -1.052 -0.103  -0.37
C: 1.448 -2.215 0.569  -0.06
C: 1.710 -0.327 -0.999  -0.08
C: 1.323 0.327 -2.350  -0.22
C: -0.033 -0.227 -2.876  -0.01
C: -1.362 0.319 -2.451  -0.43
O: -2.005 1.060 -3.132  0.15
F: -1.841 -0.136 -1.294  0.15
C: 2.343 -0.211 -3.432  -0.22
N: 3.719 -0.279 -3.001  0.09
C: 2.196 0.469 -4.861  -0.31
O: 3.474 1.030 -5.158  -0.02
C: 1.923 -0.594 -5.952  -0.05
C: 0.894 -1.716 -5.815  -0.42
C: 1.413 -3.000 -6.445  -0.03
O: -0.306 -1.313 -6.483  -0.03
C: 1.204 1.682 -4.996  -0.28
F: -0.016 1.197 -5.458  0.04
C: 1.608 2.669 -6.090  -0.13
C: 2.665 3.740 -5.830  -0.70
C: 2.062 5.089 -5.486  -0.12
Cl: 3.614 3.927 -7.352  0.66
N: 0.766 2.336 -3.693  0.24
C: 1.359 1.903 -2.359  -0.22
C: 2.805 2.437 -2.278  0.00
C: 3.121 3.934 -2.160  -0.42
O: 4.062 4.341 -2.787  0.14
N: 2.382 4.728 -1.238  -0.15
C: 2.167 6.092 -1.726  -0.06
C: 3.121 4.742 0.057  -0.02
C: 0.516 2.544 -1.242  -0.14
C: -0.720 3.169 -1.460  -0.04
C: -1.418 3.758 -0.415  -0.04
C: -0.896 3.740 0.866  -0.03
C: 0.337 3.154 1.095  -0.06
C: 1.037 2.582 0.048  -0.08
H: -0.589 0.576 0.735  0.06
H: 0.854 0.182 1.649  0.09
H: -0.471 -0.940 1.664  0.06
H: -0.108 -1.548 -0.654  0.12
H: 1.897 -2.871 -0.177  0.04
H: 2.220 -1.836 1.239  0.09
H: 0.745 -2.826 1.131  0.07
H: 2.416 -1.103 -1.276  0.11
H: 2.288 0.343 -0.365  0.11
H: -0.018 -1.297 -2.667  0.14
H: -0.086 -0.140 -3.953  0.10
H: 2.034 -1.241 -3.593  0.13
H: 3.950 0.201 -2.153  0.07
H: 4.089 -1.213 -2.985  0.10
H: 3.629 0.994 -6.108  0.11
H: 1.671 -0.071 -6.877  0.14
H: 2.898 -1.055 -6.112  0.14
H: 0.648 -1.959 -4.783  0.12
H: 1.512 -2.861 -7.521  0.09
H: 0.738 -3.828 -6.248  0.09
H: 2.395 -3.263 -6.052  0.08
H: -1.068 -1.601 -5.976  0.10
H: 0.684 3.153 -6.413  0.14
H: 1.913 2.041 -6.919  0.10
H: 3.410 3.406 -5.121  0.07
H: 1.145 4.997 -4.901  0.07
H: 1.775 5.593 -6.407  0.08
H: 2.781 5.719 -4.979  0.08
H: -0.248 2.156 -3.637  0.13
H: 0.848 3.352 -3.778  0.16
H: 3.366 2.101 -3.148  0.11
H: 3.288 1.969 -1.420  0.13
H: 1.708 6.656 -0.916  0.09
H: 3.088 6.602 -2.011  0.09
H: 1.456 6.102 -2.543  0.07
H: 2.503 4.338 0.854  0.07
H: 4.032 4.145 0.007  0.10
H: 3.416 5.759 0.296  0.10
H: -1.183 3.227 -2.429  0.10
H: -2.368 4.247 -0.575  0.10
H: -1.450 4.186 1.678  0.11
H: 0.713 3.154 2.107  0.09
H: 2.001 2.157 0.282  0.11
C: -2.090 5.998 4.685  -0.09
C: -2.329 4.804 5.593  -0.09
O: -1.384 3.850 5.070  0.06
C: -0.402 4.517 4.449  -0.59
O: 0.610 4.014 4.057  0.12
O: -0.711 5.817 4.306  0.07
H: -2.215 6.957 5.176  0.14
H: -2.704 5.968 3.783  0.12
H: -2.081 4.997 6.635  0.12
H: -3.334 4.400 5.533  0.14
C: -5.982 4.325 -1.055  -0.11
C: -6.090 5.798 -1.410  -0.11
O: -6.108 6.419 -0.120  0.07
C: -5.525 5.589 0.769  -0.58
O: -5.231 5.875 1.883  0.16
O: -5.310 4.373 0.210  0.04
H: -5.400 3.743 -1.764  0.13
H: -6.956 3.856 -0.914  0.13
H: -5.217 6.159 -1.957  0.13
H: -6.991 6.054 -1.959  0.13
C: -4.318 -1.327 3.390  -0.10
C: -4.385 -2.634 4.163  -0.09
O: -3.473 -3.460 3.423  0.06
C: -2.606 -2.664 2.772  -0.56
O: -1.622 -3.055 2.225  0.14
O: -2.995 -1.377 2.831  0.06
H: -4.424 -0.442 4.009  0.13
H: -5.037 -1.290 2.571  0.13
H: -4.013 -2.540 5.184  0.14
H: -5.370 -3.088 4.177  0.13
C: -2.044 -6.039 1.214  -0.10
C: -2.021 -6.802 2.524  -0.09
O: -1.823 -8.161 2.076  0.07
C: -1.241 -8.121 0.863  -0.59
O: -0.740 -9.031 0.281  0.15
O: -1.247 -6.870 0.368  0.05
H: -1.602 -5.051 1.287  0.10
H: -3.047 -5.964 0.789  0.14
H: -1.175 -6.525 3.151  0.13
H: -2.933 -6.713 3.105  0.14
C: 1.964 -7.332 -0.920  -0.09
C: 2.360 -7.372 -2.384  -0.09
O: 1.940 -6.076 -2.843  0.06
C: 1.887 -5.242 -1.786  -0.57
O: 1.731 -4.061 -1.865  0.12
O: 2.038 -5.920 -0.635  0.07
H: 2.637 -7.879 -0.267  0.14
H: 0.944 -7.672 -0.751  0.10
H: 3.438 -7.459 -2.527  0.13
H: 1.856 -8.149 -2.950  0.14
C: 0.696 -7.940 6.994  -0.11
C: 0.297 -8.602 5.687  -0.10
O: -0.999 -8.040 5.454  0.05
C: -1.084 -6.862 6.110  -0.58
O: -1.962 -6.073 5.969  0.16
O: -0.025 -6.702 6.933  0.06
H: 1.761 -7.743 7.079  0.13
H: 0.358 -8.499 7.866  0.13
H: 0.953 -8.325 4.860  0.13
H: 0.226 -9.684 5.744  0.13
C: 0.829 1.253 8.251  -0.10
C: 0.273 1.182 6.839  -0.10
O: -1.058 1.676 7.022  0.05
C: -1.081 2.454 8.123  -0.58
O: -1.987 3.162 8.428  0.16
O: 0.072 2.333 8.813  0.07
H: 1.889 1.485 8.295  0.13
H: 0.630 0.348 8.826  0.13
H: 0.797 1.844 6.146  0.13
H: 0.242 0.177 6.427  0.13

---

Below is C48H72BBrN9OS3W as an isolated structure in a non-equilibrium geometry, with properties calculated with wB97M-V/def2-TZVPD.

## Properties
gap between HOMO and LUMO (alpha / beta)	5.2 / 5.2	eV
relative energy (zero: lowest compared OMol25 entry of this formula, charge and spin)	0.6768	eV
total charge	+3
multiplicity	1
HOMO level (alpha / beta)	-15.11 / -15.11	eV

Last column: Löwdin charge in e.
Cartesian coordinates (Å):
W: 0.007 0.234 -0.306  1.29
C: 3.349 -0.092 3.888  -0.03
C: 1.974 -0.674 3.840  -0.21
C: 1.304 -1.140 4.945  0.11
C: -0.005 -1.660 4.825  -0.16
N: -0.605 -1.705 3.655  0.22
N: 0.039 -1.264 2.590  0.00
B: -0.619 -1.408 1.194  -0.76
N: -2.143 -1.684 1.355  -0.02
N: -2.527 -2.937 1.563  0.20
C: -3.802 -3.197 1.736  -0.16
C: -4.746 -2.145 1.766  0.11
C: -4.363 -0.856 1.500  -0.21
C: -5.312 0.293 1.439  -0.03
C: -2.988 -0.662 1.242  -0.55
S: -2.315 0.832 0.742  0.84
C: -4.188 -4.654 1.939  -0.53
C: -5.697 -4.863 1.825  -0.04
C: -3.481 -5.530 0.893  -0.03
C: -3.706 -5.054 3.346  -0.03
N: -0.067 -2.704 0.512  -0.04
N: 0.447 -3.627 1.308  0.21
C: 0.648 -4.838 0.843  -0.17
C: 0.338 -5.145 -0.503  0.11
C: -0.201 -4.192 -1.332  -0.22
C: -0.581 -4.464 -2.751  -0.02
C: -0.393 -2.917 -0.765  -0.55
S: -1.046 -1.577 -1.666  0.83
C: 1.206 -5.879 1.789  -0.54
C: 0.325 -7.138 1.744  -0.02
C: 2.633 -6.225 1.327  -0.02
C: 1.241 -5.345 3.223  -0.05
C: 1.267 -0.756 2.627  -0.52
S: 1.937 -0.252 1.100  0.79
C: -0.749 -2.173 6.040  -0.54
C: -1.009 -0.986 6.983  -0.02
C: -2.077 -2.815 5.639  -0.05
C: 0.135 -3.217 6.744  -0.02
H: 3.706 -0.019 4.912  0.10
H: 3.356 0.903 3.439  0.09
H: 4.050 -0.710 3.321  0.10
H: 1.781 -1.098 5.915  0.14
H: -5.785 -2.362 1.978  0.13
H: -6.281 0.022 1.853  0.10
H: -5.461 0.605 0.402  0.10
H: -4.919 1.154 1.980  0.09
H: -6.092 -4.463 0.889  0.10
H: -6.240 -4.422 2.663  0.09
H: -5.907 -5.932 1.836  0.10
H: -3.922 -5.389 -0.096  0.09
H: -3.595 -6.579 1.167  0.10
H: -2.420 -5.294 0.848  0.05
H: -4.121 -4.391 4.107  0.09
H: -2.616 -5.006 3.392  0.07
H: -4.026 -6.072 3.570  0.10
H: 0.525 -6.140 -0.885  0.14
H: -0.363 -5.495 -3.016  0.10
H: -0.045 -3.804 -3.436  0.09
H: -1.648 -4.285 -2.901  0.10
H: 0.289 -7.588 0.752  0.09
H: -0.695 -6.915 2.063  0.08
H: 0.739 -7.882 2.423  0.10
H: 2.636 -6.691 0.340  0.09
H: 3.077 -6.929 2.030  0.10
H: 3.260 -5.332 1.295  0.09
H: 0.253 -4.998 3.534  0.07
H: 1.944 -4.515 3.318  0.08
H: 1.556 -6.142 3.895  0.10
H: -1.661 -0.247 6.513  0.10
H: -0.081 -0.495 7.280  0.09
H: -1.498 -1.346 7.888  0.10
H: -2.705 -2.114 5.088  0.08
H: -2.615 -3.128 6.533  0.10
H: -1.908 -3.692 5.014  0.06
H: 0.986 -2.756 7.249  0.09
H: 0.510 -3.961 6.038  0.08
H: -0.451 -3.735 7.502  0.10
C: -2.393 7.716 0.784  -0.04
C: -3.216 6.688 -0.005  -0.55
C: -4.396 6.216 0.872  -0.03
C: -3.772 7.376 -1.255  -0.05
C: -2.402 5.450 -0.343  -0.13
C: -1.591 4.866 0.632  -0.04
C: -0.951 3.693 0.336  -0.54
Br: 0.203 2.840 1.617  0.86
C: -1.090 3.022 -0.886  -0.37
O: -0.440 1.836 -1.005  -0.44
C: -1.861 3.622 -1.905  -0.06
C: -2.482 4.823 -1.586  0.06
C: -2.019 2.988 -3.297  -0.52
C: -0.641 2.707 -3.924  -0.03
C: -2.844 1.692 -3.191  -0.03
C: -2.772 3.924 -4.243  -0.05
H: -3.028 8.570 1.019  0.10
H: -1.546 8.071 0.194  0.10
H: -2.018 7.323 1.729  0.08
H: -5.055 7.063 1.067  0.10
H: -4.046 5.826 1.830  0.09
H: -4.974 5.439 0.368  0.09
H: -4.276 8.296 -0.963  0.10
H: -4.507 6.757 -1.773  0.09
H: -2.970 7.640 -1.947  0.10
H: -1.465 5.329 1.599  0.12
H: -3.065 5.303 -2.356  0.09
H: -0.070 1.969 -3.362  0.06
H: -0.056 3.627 -3.987  0.09
H: -0.780 2.325 -4.937  0.10
H: -2.342 0.930 -2.606  0.03
H: -3.020 1.284 -4.188  0.10
H: -3.811 1.891 -2.725  0.10
H: -2.209 4.840 -4.428  0.10
H: -3.757 4.186 -3.856  0.09
H: -2.919 3.425 -5.200  0.10
C: 3.429 3.560 -3.109  -0.13
C: 3.096 3.565 -1.634  -0.13
N: 2.322 2.361 -1.342  0.09
C: 2.509 1.180 -1.973  -0.33
N: 1.715 0.123 -1.624  -0.17
C: 2.031 -1.186 -2.219  -0.26
C: 3.476 -1.303 -2.656  -0.13
C: 3.788 -0.152 -3.583  -0.12
N: 3.430 1.106 -2.931  0.00
C: 4.176 2.279 -3.413  -0.11
H: 4.039 4.422 -3.369  0.14
H: 2.510 3.593 -3.698  0.12
H: 2.489 4.431 -1.372  0.13
H: 4.009 3.594 -1.033  0.14
H: 1.891 2.325 -0.436  0.04
H: 1.366 -1.354 -3.072  0.11
H: 1.832 -1.955 -1.472  0.08
H: 3.632 -2.253 -3.164  0.13
H: 4.136 -1.265 -1.786  0.13
H: 3.257 -0.246 -4.535  0.15
H: 4.855 -0.115 -3.797  0.14
H: 4.304 2.162 -4.489  0.14
H: 5.170 2.283 -2.957  0.14

---

> What is the multiplicity in the first record?

1